# 1
ORCA calculation (wB97M-V/def2-TZVPD) on C5H10O2S in the gas phase at a distorted geometry.

Last column: Löwdin charge in e.
Positions of all 18 atoms, in Å:
C 1.7823 0.4746 -1.8353  -0.0803
C -0.2661 -0.7824 1.2796  -0.1733
C -1.5441 0.1326 1.6048  -0.2451
C 0.1281 -0.5711 -0.1528  -0.3962
C 1.2131 0.4024 -0.3719  -0.3046
O -2.5453 -0.3966 -1.1396  -0.4381
O -1.6945 1.0753 0.5948  -0.3733
S -1.4447 0.4506 -0.8714  0.9432
H 1.4572 1.4347 -2.2447  0.0642
H 1.2463 -0.3481 -2.2523  0.0472
H 0.4987 -0.5736 1.9976  0.0876
H -0.6050 -1.8706 1.6218  0.1516
H -2.4313 -0.5739 1.6060  0.1223
H -1.4975 0.6716 2.5781  0.1287
H 0.0503 -1.5945 -0.7034  0.1551
H 0.6847 1.3594 -0.1588  0.0992
H 2.9296 0.4907 -1.8730  0.0990
H 2.0381 0.2188 0.3204  0.1128

As for the multiplicity: 1. Its total energy is -745.106794 Ha.

***

# 2
ORCA calculation (wB97M-V/def2-TZVPD) on a molecular structure, C4H6O2.

Last column: Löwdin charge in e.
Positions of all 12 atoms, in Å:
O 2.2096 -0.3192 0.1249  -0.0799
C 1.0186 -0.4360 -0.4162  -0.3186
C -0.3528 -0.3458 0.9041  -0.0733
C -1.0841 0.4357 -0.1956  -0.1126
C 0.1830 0.7312 -0.9791  -0.3551
O 0.5146 1.6387 -1.6857  0.1437
H 1.0973 -0.3980 0.8765  0.1662
H 0.7287 -1.3961 -0.8937  0.1617
H -0.7512 -1.3201 1.1828  0.1005
H -0.1886 0.2778 1.7939  0.1183
H -1.6347 1.3225 0.1229  0.1227
H -1.7520 -0.2096 -0.7754  0.1265

As for the multiplicity: 1. Its total energy is -306.328273 Ha.

***

# 3
ORCA calculation (wB97M-V/def2-TZVPD) on C5H8N2 in the gas phase at a distorted geometry.

Last column: Löwdin charge in e.
Positions of all 15 atoms, in Å:
C -1.8509 -0.9295 0.2257  -0.0520
C -0.7311 -0.0728 -0.3089  -0.3448
C -0.5696 1.3414 0.1009  -0.1071
N 0.3015 0.3065 0.6471  -0.0811
C 1.6788 0.3427 0.1709  -0.1899
C 2.1157 -0.9423 -0.3968  -0.2040
N 2.4643 -1.9242 -0.8979  0.1440
H -2.1274 -0.5990 1.2319  0.0802
H -1.5486 -1.9799 0.2831  0.0778
H -2.7344 -0.8590 -0.4180  0.0771
H -0.3892 -0.3216 -1.3161  0.1403
H -0.1345 2.0311 -0.6234  0.1059
H -1.2639 1.7960 0.8037  0.1087
H 1.8434 1.1013 -0.6107  0.1211
H 2.3358 0.5940 1.0106  0.1238

As for the SMILES: C[C@H]1CN1CC#N. As for the multiplicity: 1. Its total energy is -304.773385 Ha.

***

# 4
ORCA calculation (wB97M-V/def2-TZVPD) on 3 unconnected molecules or ions with the total composition C2H11N2O2 at a distorted geometry.

Last column: Löwdin charge in e.
Positions of all 17 atoms, in Å:
C -0.8521 1.2676 -0.1916  -0.1424
C -0.6011 0.0995 0.4523  -0.1188
N 0.2433 -0.8562 -0.1414  0.1568
N -1.4054 2.3973 0.4744  0.0873
H -0.8055 1.2977 -1.2507  0.1059
H -1.0363 -0.3408 1.4931  0.1936
H 0.5398 -1.6072 0.4613  0.1598
H -0.2882 -1.3052 -0.8651  0.1021
H 0.9304 -0.3918 -0.5906  0.1106
H -0.7831 2.6699 1.2290  0.1078
H -1.8970 2.9896 -0.1173  0.0678
H -0.9642 -0.7411 -3.1675  0.0898
H 0.2788 -1.6439 -3.1975  0.0882
O -0.3075 -1.1677 -2.5931  -0.0306
H 3.1834 -1.2395 2.5908  0.0709
H 2.0256 -0.3033 1.9447  -0.0124
O 2.2663 -1.1291 2.2898  -0.0364

As for the charge: +1. As for the multiplicity: 1. Its total energy is -342.486523 Ha.

***

LUMO values (in eV) by entry order: 0.960; 0.537; 0.933; -3.162.
Frontier orbital gap values (in eV) by entry order: 10.04; 9.90; 10.72; 9.79.